1.
ORCA calculation (ωB97M-V/def2-TZVPD) on a cluster of 2 separate species, C4H8O2 in total.

Element x y z (Å)
C: -0.480 -0.607 1.389
C: 0.517 -1.083 0.364
C: 0.228 -1.050 -1.069
O: 1.119 -0.104 -0.485
H: -1.020 -1.467 1.799
H: -1.199 0.087 0.945
H: 0.025 -0.099 2.218
H: 1.236 -1.826 0.715
H: 0.696 -1.766 -1.743
H: -0.723 -0.630 -1.401
C: -0.103 2.129 -0.679
O: -1.274 1.835 -0.635
H: 0.487 2.365 0.226
H: 0.445 2.209 -1.635

Output
Strongest force on any atom in hartree/bohr: 0.011
Energy above the lowest of the compared OMol25 structures with the same formula, charge and spin in kcal/mol: 61.9
HOMO-LUMO gap in eV: 11.0
Multiplicity: 1

Here are the natural (NBO) charges for atoms 1 to 2, given in e: -0.6503 0.0639

2.
ORCA calculation (ωB97M-V/def2-TZVPD) on a structure of composition C10H14BClN6O4Pt at a distorted geometry.

Element x y z (Å)
C: 2.594 -0.281 0.877
N: 1.423 -0.277 0.196
N: 1.662 -0.189 -1.143
C: 2.998 -0.096 -1.318
C: 3.611 -0.158 -0.075
B: 0.494 0.052 -2.153
N: -0.486 -1.139 -1.957
N: -0.943 -1.474 -0.708
C: -1.852 -2.465 -0.819
C: -1.933 -2.815 -2.167
C: -1.060 -1.974 -2.848
Pt: -0.400 -0.591 1.026
N: -0.216 1.351 -1.605
N: -0.531 1.400 -0.290
C: -1.009 2.598 0.021
C: -1.002 3.383 -1.150
C: -0.482 2.567 -2.157
H: -1.315 2.840 1.035
H: -0.277 2.733 -3.206
H: -1.326 4.402 -1.232
H: 0.871 0.186 -3.275
H: -0.802 -1.906 -3.895
H: 3.394 0.004 -2.316
H: -2.558 -3.582 -2.579
H: 4.657 -0.104 0.139
H: -2.378 -2.836 0.048
H: 2.621 -0.337 1.953
H: -2.256 -0.212 1.643
C: -1.820 -1.093 2.217
H: -2.527 -1.896 2.007
H: -0.763 -1.692 2.078
H: -1.780 -0.745 3.249
O: 1.233 -0.470 3.930
Cl: 0.681 0.864 3.745
O: -0.608 1.003 4.379
O: 1.603 1.880 4.156
O: 0.484 1.066 2.194

Output
Strongest force on any atom in hartree/bohr: 0.207
Expectation value of S²: 6.034
HOMO-LUMO gap (alpha / beta) in eV: 6.2 / 3.6
Net charge: +4
Multiplicity: 5

Here are the natural (NBO) charges for atoms 1 to 2, given in e: 0.0877 -0.2449

3.
ORCA calculation (ωB97M-V/def2-TZVPD) on a cluster of 2 separate species, C15H17N2 in total at a distorted geometry.

Element x y z (Å)
C: -1.487 -0.793 1.741
C: -2.903 -0.280 2.060
C: -2.737 1.202 2.208
C: -1.433 1.554 2.072
C: -0.607 0.426 1.851
C: 0.815 0.408 1.852
C: 1.577 1.594 1.802
C: 2.946 1.553 1.914
C: 3.593 0.340 2.084
C: 2.871 -0.842 2.111
C: 1.506 -0.814 1.979
H: -1.171 -1.581 2.432
H: -1.415 -1.203 0.726
H: -3.614 -0.527 1.262
H: -3.294 -0.717 2.988
H: -3.530 1.890 2.451
H: -1.059 2.555 2.191
H: 1.080 2.537 1.658
H: 3.517 2.466 1.872
H: 4.662 0.312 2.205
H: 3.370 -1.786 2.253
H: 0.944 -1.730 2.007
C: -0.260 -1.694 -4.918
C: -0.307 -0.770 -3.765
C: -0.482 -1.083 -2.428
N: -0.471 0.040 -1.686
C: -0.292 1.034 -2.526
N: -0.187 0.589 -3.822
H: -0.374 -2.727 -4.590
H: -1.062 -1.475 -5.625
H: 0.694 -1.613 -5.441
H: -0.612 -2.075 -2.024
H: -0.239 2.072 -2.225
H: -0.042 1.140 -4.671

Output
Strongest force on any atom in hartree/bohr: 0.031
Energy above the lowest of the compared OMol25 structures with the same formula, charge and spin in kcal/mol: 20.6
HOMO-LUMO gap in eV: 5.6
Net charge: +1
Multiplicity: 1

Here are the natural (NBO) charges for atoms 1 to 2, given in e: -0.4980 -0.4731

4.
ORCA calculation (ωB97M-V/def2-TZVPD) on a structure of composition C25H29N5O7S3Sc at a distorted geometry.

Element x y z (Å)
Sc: -1.099 -0.067 0.857
O: -4.188 1.234 -0.750
S: -2.952 1.883 -1.055
O: -3.016 3.314 -1.237
O: -1.827 1.570 -0.087
C: -2.289 1.172 -2.539
C: -1.796 2.034 -3.505
C: -1.168 1.524 -4.630
C: -1.020 0.151 -4.785
C: -1.500 -0.719 -3.820
C: -2.138 -0.221 -2.688
S: -2.734 -1.476 -1.547
O: -1.797 -2.569 -1.710
O: -4.085 -1.769 -1.905
O: -2.585 -0.907 -0.161
H: -1.917 3.101 -3.353
H: -0.786 2.202 -5.384
H: -0.517 -0.244 -5.659
H: -1.367 -1.791 -3.910
C: 3.675 -0.110 -0.900
C: 2.629 0.219 -1.756
C: 1.312 0.121 -1.316
C: 0.972 -0.298 -0.027
C: 2.050 -0.605 0.808
C: 3.376 -0.530 0.394
H: 4.703 -0.039 -1.230
H: 2.837 0.561 -2.766
H: 0.527 0.374 -2.026
H: 1.862 -0.908 1.838
H: 4.176 -0.784 1.084
C: -1.612 3.627 2.556
S: 0.060 3.022 2.440
O: -0.006 1.620 1.902
C: 0.628 4.103 1.149
C: -0.030 4.261 -0.064
C: 0.478 5.166 -0.983
C: 1.627 5.899 -0.693
C: 2.294 5.709 0.511
C: 1.794 4.804 1.437
H: -2.125 3.471 1.611
H: -1.566 4.687 2.813
H: -2.090 3.053 3.349
H: -0.927 3.696 -0.294
H: -0.035 5.304 -1.928
H: 2.002 6.623 -1.408
H: 3.201 6.262 0.728
H: 2.304 4.636 2.382
N: -1.737 -0.295 2.894
C: -1.406 -0.253 4.021
N: -1.143 -0.117 5.250
C: -0.345 -0.706 6.119
N: 0.328 -1.166 6.949
C: 1.985 -5.093 1.394
C: 0.698 -4.552 0.776
C: 0.894 -4.368 -0.731
C: -0.448 -5.519 1.047
N: 0.440 -3.285 1.481
N: -0.784 -2.630 1.188
H: 2.264 -6.040 0.921
H: 1.850 -5.256 2.468
H: 2.808 -4.382 1.255
H: 1.174 -5.320 -1.196
H: 1.692 -3.641 -0.921
H: -0.013 -4.005 -1.215
H: -0.187 -6.518 0.682
H: -1.365 -5.205 0.539
H: -0.639 -5.581 2.125
H: 1.167 -2.631 1.231
H: -1.510 -3.026 1.762
H: -1.058 -2.774 0.221

Output
Strongest force on any atom in hartree/bohr: 0.034
Energy above the lowest of the compared OMol25 structures with the same formula, charge and spin in kcal/mol: 0.0
HOMO-LUMO gap in eV: 8.5
Net charge: -1
Multiplicity: 1

Here are the natural (NBO) charges for atoms 1 to 2, given in e: 1.8276 -0.9260

5.
ORCA calculation (ωB97M-V/def2-TZVPD) on an isolated molecule of C2H6ClN3 at a distorted geometry.

Element x y z (Å)
H: -1.114 1.626 1.441
N: -0.427 1.945 0.751
C: 0.136 1.042 0.161
N: 0.859 1.210 -0.990
N: 0.354 -0.313 0.716
C: -0.242 -1.572 -0.278
Cl: -0.373 -0.596 2.273
H: 0.586 1.827 -1.698
H: 1.442 0.414 -1.219
H: -1.378 -1.444 -0.382
H: 0.260 -1.713 -1.295
H: -0.103 -2.425 0.520

Output
Strongest force on any atom in hartree/bohr: 0.079
Energy above the lowest of the compared OMol25 structures with the same formula, charge and spin in kcal/mol: 43.9
HOMO-LUMO gap in eV: 10.3
Multiplicity: 1

Here are the natural (NBO) charges for atoms 1 to 2, given in e: 0.3567 -0.7160

6.
ORCA calculation (ωB97M-V/def2-TZVPD) on a cluster of 3 separate species, C26H50F6N3O4 in total at a distorted geometry.

Element x y z (Å)
F: 0.001 1.820 -0.700
C: 0.959 0.706 -0.893
F: 2.262 1.163 -1.506
F: 0.438 -0.333 -1.860
C: 1.354 -0.113 0.472
O: 0.896 0.511 1.725
C: 0.877 -0.530 2.806
C: 2.341 -1.220 3.068
N: 2.438 -2.684 2.703
C: 3.160 -2.978 1.406
C: 4.719 -2.475 1.348
O: 4.815 -1.569 0.156
C: 6.052 -0.774 0.206
C: 5.901 0.575 1.183
F: 4.549 1.182 1.072
F: 6.355 0.321 2.570
F: 6.866 1.583 0.605
H: 0.881 -1.210 0.462
H: 2.532 -0.301 0.435
H: 0.602 0.079 3.795
H: -0.009 -1.301 2.664
H: 2.532 -1.159 4.245
H: 3.146 -0.527 2.576
H: 2.847 -3.247 3.506
H: 1.444 -3.044 2.586
H: 2.618 -2.601 0.439
H: 3.194 -4.168 1.314
H: 4.984 -1.850 2.324
H: 5.505 -3.333 1.143
H: 7.012 -1.404 0.497
H: 6.282 -0.326 -0.877
C: -4.838 -3.641 2.252
C: -4.272 -4.052 3.640
C: -5.422 -4.077 4.680
C: -5.898 -2.685 5.083
C: -4.732 -1.821 5.550
C: -3.548 -1.772 4.548
N: -3.155 -3.128 4.036
O: -2.417 -3.766 5.050
C: -3.901 -0.849 3.352
C: -2.363 -1.020 5.244
C: -3.783 -5.520 3.410
H: -5.381 -4.470 1.782
H: -5.557 -2.823 2.298
H: -4.033 -3.359 1.562
H: -5.097 -4.608 5.585
H: -6.275 -4.645 4.287
H: -6.420 -2.200 4.251
H: -6.632 -2.773 5.892
H: -5.100 -0.806 5.747
H: -4.385 -2.210 6.517
H: -3.136 -0.908 2.567
H: -3.957 0.201 3.667
H: -4.870 -1.062 2.905
H: -2.073 -1.480 6.195
H: -2.640 0.015 5.480
H: -1.481 -0.984 4.595
H: -2.975 -5.555 2.669
H: -4.598 -6.152 3.037
H: -3.428 -6.000 4.329
C: -0.172 2.772 -3.950
C: 0.929 2.609 -5.035
C: 2.253 3.235 -4.525
C: 2.230 4.761 -4.516
C: 1.833 5.311 -5.881
C: 0.519 4.705 -6.443
N: 0.467 3.208 -6.332
O: 1.279 2.681 -7.355
C: -0.705 5.320 -5.712
C: 0.349 5.212 -7.915
C: 1.120 1.058 -5.124
H: -0.031 2.058 -3.129
H: -0.175 3.752 -3.474
H: -1.170 2.583 -4.365
H: 3.091 2.904 -5.153
H: 2.476 2.877 -3.511
H: 1.548 5.132 -3.744
H: 3.225 5.137 -4.249
H: 1.744 6.403 -5.811
H: 2.659 5.119 -6.580
H: -1.633 4.809 -5.996
H: -0.829 6.379 -5.974
H: -0.620 5.305 -4.627
H: 1.212 4.968 -8.546
H: 0.250 6.304 -7.946
H: -0.548 4.787 -8.379
H: 0.202 0.567 -5.470
H: 1.370 0.636 -4.143
H: 1.938 0.768 -5.793

Output
Strongest force on any atom in hartree/bohr: 0.108
Expectation value of S²: 2.010
HOMO-LUMO gap (alpha / beta) in eV: 6.6 / 7.2
Net charge: +1
Multiplicity: 3

Here are the Löwdin charges for atoms 1 to 2, given in e: 0.0496 -0.1607

Quick rundown of total energy, same order as above: -8370.5973; -44108.5859; -18804.1553; -101389.8979; -19161.8123; -56720.9024 eV